The following is a DFT calculation (wB97M-V/def2-TZVPD) of a cluster of 14 separate species, C50H136N8O14 in total at a distorted geometry.

Output
highest occupied orbital energy = -8.948 eV
energy above the lowest of the compared OMol25 structures with the same formula, charge and spin = 42.40 kcal per mole
total energy = -3477.7842 hartree
frontier orbital gap = 9.46 eV

Element x y z (Å)
C: -6.951 2.829 -0.476
C: -5.472 3.051 -0.291
C: -4.735 2.727 -1.596
O: -5.145 4.402 -0.040
H: -7.330 3.374 -1.385
H: -7.501 3.126 0.445
H: -7.151 1.749 -0.530
H: -5.241 2.411 0.540
H: -4.970 3.499 -2.275
H: -5.125 1.769 -2.065
H: -3.676 2.623 -1.473
H: -4.817 4.474 0.881
C: 5.508 1.283 -1.251
C: 4.617 2.053 -2.249
C: 4.887 1.581 -3.696
O: 3.254 1.811 -1.915
H: 5.468 0.205 -1.378
H: 5.169 1.537 -0.238
H: 6.563 1.542 -1.422
H: 4.801 3.126 -2.185
H: 5.939 1.646 -3.930
H: 4.345 2.079 -4.441
H: 4.626 0.548 -3.625
H: 2.708 2.036 -2.697
C: -0.967 1.804 -4.656
C: 0.446 1.320 -4.424
C: 1.063 0.762 -5.693
O: 1.234 2.404 -3.874
H: -1.309 2.551 -3.940
H: -1.739 1.044 -4.576
H: -1.031 2.246 -5.645
H: 0.408 0.605 -3.589
H: 1.148 1.533 -6.465
H: 0.547 -0.039 -6.158
H: 2.078 0.408 -5.458
H: 0.892 3.308 -3.952
C: -1.120 5.191 -1.859
C: 0.248 5.582 -2.413
C: 1.427 5.061 -1.599
O: 0.482 5.215 -3.833
H: -1.163 5.670 -0.852
H: -1.165 4.093 -1.765
H: -1.884 5.697 -2.494
H: 0.189 6.698 -2.367
H: 1.423 5.584 -0.640
H: 2.413 5.215 -2.071
H: 1.222 4.051 -1.306
H: -0.387 5.120 -4.278
C: 4.788 -5.031 1.892
C: 5.012 -5.881 0.654
C: 5.093 -7.358 0.991
O: 4.017 -5.582 -0.307
H: 4.178 -5.593 2.598
H: 4.389 -4.062 1.717
H: 5.706 -4.822 2.435
H: 5.945 -5.582 0.159
H: 4.156 -7.627 1.525
H: 6.011 -7.644 1.573
H: 5.168 -7.903 0.054
H: 3.159 -6.010 -0.040
C: -2.432 0.541 4.458
C: -1.359 -0.544 4.338
C: 0.102 -0.029 4.251
O: -1.404 -1.478 5.441
H: -3.428 0.100 4.569
H: -2.421 1.200 3.565
H: -2.147 1.157 5.318
H: -1.538 -1.019 3.383
H: 0.401 0.298 3.294
H: 0.828 -0.843 4.452
H: 0.326 0.731 4.986
H: -0.817 -2.185 5.105
C: -2.311 5.965 1.661
C: -3.032 6.386 2.932
C: -3.855 5.176 3.497
O: -4.830 4.723 2.565
C: -5.683 3.731 3.160
N: -2.064 6.779 3.992
H: -1.580 5.189 1.745
H: -1.962 6.810 1.087
H: -3.076 5.512 0.969
H: -3.763 7.176 2.721
H: -4.265 5.577 4.407
H: -3.244 4.352 3.834
H: -6.634 3.571 2.641
H: -5.988 3.951 4.227
H: -5.208 2.738 3.160
H: -1.584 7.629 3.705
H: -2.595 6.922 4.848
C: 0.428 -5.520 -1.443
C: 0.179 -6.599 -0.391
C: 0.231 -8.005 -0.988
O: 0.124 -8.923 0.112
C: -0.355 -10.205 -0.266
N: 1.205 -6.443 0.675
H: 0.645 -4.542 -0.961
H: -0.417 -5.303 -2.044
H: 1.237 -5.799 -2.127
H: -0.820 -6.425 -0.003
H: 1.206 -8.235 -1.423
H: -0.572 -8.232 -1.724
H: -0.195 -10.870 0.533
H: 0.150 -10.693 -1.163
H: -1.410 -10.194 -0.589
H: 1.081 -5.574 1.198
H: 1.107 -7.183 1.334
C: 4.375 -3.529 -3.918
C: 3.813 -2.400 -3.089
C: 2.285 -2.499 -3.005
O: 1.805 -2.558 -4.347
C: 0.418 -2.481 -4.482
N: 4.334 -2.414 -1.672
H: 4.052 -3.504 -4.952
H: 3.959 -4.478 -3.535
H: 5.485 -3.576 -3.788
H: 4.049 -1.461 -3.608
H: 1.879 -1.575 -2.579
H: 1.920 -3.367 -2.447
H: -0.064 -3.536 -4.584
H: 0.228 -2.034 -5.473
H: -0.114 -1.897 -3.712
H: 5.244 -1.891 -1.731
H: 4.568 -3.378 -1.447
C: 0.912 8.154 2.321
C: 1.250 6.725 2.410
C: 2.772 6.555 2.250
O: 3.080 5.158 2.439
C: 4.507 5.004 2.631
N: 0.936 6.191 3.790
H: -0.070 8.445 2.694
H: 0.971 8.539 1.330
H: 1.551 8.742 2.921
H: 0.705 6.134 1.644
H: 3.258 7.133 3.112
H: 3.231 6.931 1.330
H: 4.556 3.926 2.940
H: 4.848 5.654 3.427
H: 5.033 5.005 1.652
H: 0.006 5.912 3.901
H: 1.612 5.403 3.879
C: 3.980 -0.142 4.336
C: 4.342 -1.392 3.533
C: 2.961 -2.013 3.117
O: 2.310 -2.747 4.191
C: 1.175 -3.514 3.836
N: 5.100 -1.031 2.332
H: 4.850 0.211 4.906
H: 3.146 -0.426 4.990
H: 3.609 0.644 3.639
H: 4.921 -2.129 4.143
H: 3.008 -2.647 2.214
H: 2.279 -1.139 2.843
H: 0.839 -4.112 4.664
H: 1.388 -4.190 2.961
H: 0.342 -2.895 3.527
H: 4.489 -0.580 1.682
H: 5.291 -1.899 1.849
C: -2.365 -4.776 2.254
C: -3.357 -4.177 1.322
C: -3.550 -2.693 1.642
O: -4.613 -2.206 0.842
C: -4.758 -0.806 0.873
N: -2.709 -4.395 -0.017
H: -2.612 -4.780 3.325
H: -1.435 -4.210 2.148
H: -2.191 -5.835 1.871
H: -4.384 -4.600 1.441
H: -2.609 -2.314 1.338
H: -3.761 -2.450 2.697
H: -5.379 -0.655 0.003
H: -3.840 -0.207 0.757
H: -5.328 -0.450 1.750
H: -3.370 -4.016 -0.729
H: -1.851 -3.927 -0.079
C: -5.805 -0.456 -4.793
C: -4.399 -1.058 -4.789
C: -3.749 -0.579 -3.490
O: -2.484 -1.061 -3.216
C: -1.996 -0.820 -1.909
N: -4.590 -2.538 -4.885
H: -6.359 -0.728 -5.670
H: -5.674 0.649 -4.763
H: -6.186 -0.755 -3.852
H: -3.779 -0.743 -5.738
H: -4.356 -0.813 -2.626
H: -3.757 0.523 -3.482
H: -1.498 0.169 -1.821
H: -1.204 -1.610 -1.707
H: -2.829 -0.872 -1.158
H: -3.646 -2.972 -4.700
H: -5.160 -2.949 -4.116
C: 0.132 -1.245 0.900
C: 0.793 -0.150 0.017
C: 0.349 1.291 0.478
O: -1.048 1.514 0.212
C: -1.417 2.745 0.864
N: 2.252 -0.131 0.235
H: 0.465 -2.274 0.576
H: -0.939 -1.242 0.953
H: 0.614 -1.090 1.857
H: 0.590 -0.285 -1.016
H: 0.976 2.022 -0.029
H: 0.570 1.445 1.577
H: -1.164 2.734 1.945
H: -2.458 2.770 0.729
H: -0.857 3.488 0.363
H: 2.552 0.607 -0.442
H: 2.638 -1.006 -0.100

These are the Mulliken partial charges, in e, on atoms 1 to 99: -1.65 1.40 -1.03 -0.64 0.31 0.31 0.31 0.02 0.56 0.05 -0.08 0.54 -0.95 0.78 -1.21 -0.10 -0.19 0.29 0.52 0.24 0.45 0.41 0.05 -0.07 -1.18 2.44 -1.57 -0.46 0.11 -0.06 0.53 -0.98 0.39 0.42 0.27 0.03 -0.24 0.26 0.09 -0.65 -0.33 -0.03 0.55 0.31 -0.02 0.38 -0.65 0.34 -0.51 0.49 -1.54 -0.25 0.32 -0.46 0.45 0.36 0.28 0.38 0.38 0.05 -1.36 1.66 -0.09 -0.72 0.44 0.08 0.41 -0.55 -0.39 -0.04 0.54 0.43 -0.53 0.15 -1.36 -0.38 -0.72 -0.43 -0.19 0.66 0.30 0.26 0.52 0.48 0.17 0.38 0.22 0.07 0.22 -1.39 1.28 -1.09 -0.35 -0.82 -0.21 -0.47 0.74 0.57 -0.16

The following is a DFT calculation (wB97M-V/def2-TZVPD) of a structure of composition C27H35BFN3O6S at a distorted geometry.

Output
highest occupied orbital energy = -8.526 eV
total energy = -2188.2324 hartree
frontier orbital gap = 7.52 eV

Element x y z (Å)
C: -8.637 -3.169 5.335
C: -8.729 -1.974 4.574
C: -8.610 -2.061 3.025
O: -9.470 -1.491 2.382
O: -7.619 -2.782 2.349
C: -6.601 -1.882 1.803
C: -5.814 -2.626 0.629
C: -5.618 -1.727 -0.666
C: -4.145 -1.075 -0.773
C: -3.639 -1.136 -2.279
C: -2.061 -1.235 -2.410
C: -1.271 -0.173 -1.554
C: 0.076 -0.461 -0.986
C: 0.697 -1.872 -1.264
C: 2.267 -1.871 -1.559
C: 2.892 -3.070 -0.744
C: 3.198 -2.954 0.701
C: 3.744 -4.131 1.424
C: 3.969 -5.420 0.703
C: 3.688 -5.555 -0.756
C: 3.138 -4.350 -1.462
C: 0.768 0.609 -0.136
F: 2.011 0.369 0.451
C: 0.200 1.936 0.125
B: 1.070 2.978 1.033
N: 0.704 3.080 2.474
O: 2.150 3.749 0.533
C: -1.146 2.331 -0.437
N: -1.810 3.534 -0.296
S: -3.238 3.316 -1.144
N: -3.055 1.741 -1.659
C: -1.825 1.213 -1.251
H: -9.524 -3.678 5.805
H: -7.610 -3.637 5.455
H: -8.911 -1.004 5.127
H: -5.905 -1.612 2.661
H: -7.121 -0.947 1.456
H: -4.807 -2.943 1.019
H: -6.442 -3.529 0.368
H: -6.347 -0.865 -0.581
H: -5.903 -2.299 -1.591
H: -4.246 -0.030 -0.378
H: -3.498 -1.691 -0.085
H: -4.074 -0.326 -2.931
H: -4.048 -2.113 -2.694
H: -1.750 -1.054 -3.487
H: -1.787 -2.289 -2.095
H: 0.206 -2.430 -2.111
H: 0.541 -2.484 -0.320
H: 2.390 -2.126 -2.656
H: 2.780 -0.890 -1.384
H: 2.996 -1.961 1.186
H: 3.944 -4.037 2.525
H: 4.352 -6.310 1.277
H: 3.830 -6.501 -1.335
H: 2.903 -4.478 -2.559
H: 1.431 2.573 2.992
H: -0.146 2.514 2.575
H: 2.974 3.228 0.476
C: 5.884 7.021 -0.456
C: 5.823 5.617 0.110
O: 6.123 4.637 -0.894
C: 7.417 4.508 -1.207
O: 8.331 5.124 -0.720
O: 7.522 3.588 -2.176
C: 8.848 3.426 -2.677
H: 5.241 7.109 -1.335
H: 5.568 7.752 0.290
H: 6.896 7.275 -0.777
H: 4.806 5.410 0.452
H: 6.483 5.499 0.973
H: 9.554 3.221 -1.871
H: 9.148 4.315 -3.233
H: 8.844 2.575 -3.357

The computed Mulliken charges, all in e, follow: -0.49 -0.39 0.65 -0.49 -0.31 -0.51 -0.47 -0.71 -0.23 -0.91 -0.90 -0.18 0.58 -0.61 -0.85 0.34 -0.07 -0.50 -0.32 -0.52 -0.38 0.41 -0.34 -0.09 0.36 -0.67 -0.51 0.40 -0.66 0.12 -0.43 0.54 0.25 0.23 0.32 0.22 0.34 0.32 0.32 0.34 0.40 0.15 0.27 0.26 0.51 0.32 0.28 0.20 0.32 0.38 0.38 0.25 0.33 0.30 0.34 0.23 0.27 0.28 0.30 -1.17 -0.05 -0.29 0.74 -0.55 -0.33 -0.65 0.30 0.36 0.32 0.18 0.33 0.30 0.29 0.22

The following is a DFT calculation (wB97M-V/def2-TZVPD) of a structure of composition C7H14N at a distorted geometry.

Output
highest occupied orbital energy = -14.364 eV
energy above the lowest of the compared OMol25 structures with the same formula, charge and spin = 99.05 kcal per mole
total energy = -329.4497 hartree
frontier orbital gap = 7.74 eV
net charge = +1

Element x y z (Å)
C: 0.256 2.241 -0.334
C: -0.656 0.925 -0.325
C: -0.113 -0.301 0.324
C: -0.001 -0.273 1.807
C: 0.177 -2.657 0.277
C: -0.166 -1.527 -0.398
C: -0.113 -1.569 -1.918
N: 0.350 2.705 1.115
H: 1.053 1.993 -1.042
H: -0.461 2.835 -0.912
H: -1.644 1.210 0.046
H: -0.757 0.648 -1.372
H: 0.892 -0.723 2.240
H: -0.069 0.775 2.098
H: 0.143 -2.746 1.354
H: 0.246 -3.608 -0.241
H: 0.440 -2.468 -2.174
H: -1.113 -1.519 -2.342
H: 0.511 -0.795 -2.355
H: 1.056 1.947 0.761
H: -0.845 -0.703 2.350
H: 0.814 3.611 1.039

The computed Mulliken charges, all in e, follow: -0.67 -0.70 1.21 -1.83 -0.96 0.67 -1.46 -0.58 0.31 0.41 0.38 0.37 0.47 0.48 0.33 0.31 0.44 0.38 0.40 0.33 0.43 0.27

The following is a DFT calculation (wB97M-V/def2-TZVPD) of the molecule C5H10O.

Output
highest occupied orbital energy = -10.079 eV
energy above the lowest of the compared OMol25 structures with the same formula, charge and spin = 27.24 kcal per mole
total energy = -271.7092 hartree
frontier orbital gap = 11.08 eV
SMILES = CC[C@@]1(C)CO1

Element x y z (Å)
C: 1.729 0.476 0.621
C: 0.898 0.245 -0.640
C: -0.560 -0.078 -0.359
C: -0.900 -1.517 0.007
C: -1.439 1.004 0.090
O: -1.481 0.550 -1.256
H: 1.659 -0.365 1.319
H: 1.391 1.377 1.142
H: 2.787 0.616 0.377
H: 1.332 -0.570 -1.229
H: 0.922 1.139 -1.273
H: -1.769 -1.841 -0.575
H: -0.066 -2.190 -0.220
H: -1.142 -1.624 1.070
H: -1.036 2.010 0.237
H: -2.323 0.769 0.687

The computed Mulliken charges, all in e, follow: -1.03 -0.86 1.35 -1.45 -0.68 -0.53 0.30 0.29 0.34 0.34 0.32 0.41 0.35 0.30 0.28 0.28

The following is a DFT calculation (wB97M-V/def2-TZVPD) of the molecule C5H11NO.

Output
highest occupied orbital energy = -9.487 eV
energy above the lowest of the compared OMol25 structures with the same formula, charge and spin = 45.84 kcal per mole
total energy = -327.0583 hartree
frontier orbital gap = 10.59 eV
SMILES = CCN1C[C@H]1CO

Element x y z (Å)
C: 0.329 1.429 -1.834
C: 0.986 1.097 -0.502
N: 0.035 0.429 0.375
C: 0.542 -0.127 1.617
C: 0.110 -1.016 0.514
C: -1.234 -1.732 0.546
O: -2.286 -0.836 0.783
H: 1.031 1.939 -2.502
H: -0.534 2.082 -1.672
H: -0.022 0.520 -2.335
H: 1.891 0.482 -0.657
H: 1.305 2.019 -0.003
H: 1.613 -0.045 1.805
H: -0.097 0.008 2.487
H: 0.903 -1.523 -0.038
H: -1.375 -2.275 -0.403
H: -1.237 -2.476 1.351
H: -1.960 0.026 0.467

The computed Mulliken charges, all in e, follow: -1.19 -0.45 -0.35 -0.46 0.21 -0.75 -0.54 0.38 0.30 0.29 0.36 0.31 0.29 0.23 0.38 0.28 0.31 0.39